[1]
{"formula": "C3H3FN2", "method": "the ωB97M-V functional and the def2-TZVPD basis", "de_lowest_ev": 4.215, "total_energy_ev": -8852.8639, "smiles": "C/C(C#N)=N\\F", "gap_ev": 11.048, "elements": ["C", "N", "H", "H", "C", "N", "F", "C", "H"], "coordinates": [[-0.18393, -1.10865, 0.10643], [1.00763, 1.03418, -0.94145], [-0.55605, -1.42109, -0.84825], [0.75511, -1.41418, 0.33221], [-0.49470, 1.54856, 0.85160], [-1.17437, 2.12931, 1.57301], [1.41170, -0.04989, -1.73803], [0.21858, 0.73474, -0.03258], [-0.98397, -1.45298, 0.69707]]}


[2]
{"formula": "C4H10B2", "method": "the ωB97M-V functional and the def2-TZVPD basis", "de_lowest_ev": 0.001, "total_energy_ev": -5660.4779, "smiles": "CB/C=C/BC", "gap_ev": 9.902, "elements": ["C", "H", "H", "H", "H", "H", "H", "H", "C", "B", "C", "H", "C", "B", "H", "H"], "coordinates": [[-2.85268, -0.16095, -0.67028], [2.87715, -0.89982, 0.97396], [-2.36037, -0.86773, -1.47322], [0.32172, 1.76245, 1.42317], [3.79657, -0.47544, -0.47710], [-3.96871, -0.46110, -0.45988], [-2.93577, 0.77433, -1.16123], [-0.08106, -0.79606, -0.20669], [0.52253, 0.87824, 0.69431], [-1.92897, 0.17740, 0.63486], [2.79076, -0.56399, -0.05998], [2.23069, -1.21273, -0.68072], [-0.43896, 0.01372, 0.40405], [1.99823, 0.75090, -0.11430], [2.06287, 1.58598, -0.85756], [-2.28505, 0.79640, 1.47715]]}


[3]
{"formula": "C18H20N4O8S", "method": "the ωB97M-V functional and the def2-TZVPD basis", "de_lowest_ev": 0.000, "total_energy_ev": -52162.2402, "smiles": "COc1ccc(S(=O)(=O)N2CCOCC2)cc1NC(=O)COc1cccnc1[N+](=O)[O-]", "gap_ev": 8.047, "elements": ["O", "H", "O", "N", "N", "C", "H", "C", "H", "S", "H", "C", "H", "C", "C", "H", "H", "H", "C", "C", "H", "H", "O", "H", "H", "O", "H", "O", "H", "C", "C", "C", "H", "N", "C", "C", "H", "C", "H", "C", "O", "H", "H", "C", "O", "H", "C", "O", "C", "C", "N"], "coordinates": [[4.23992, 1.21862, -1.57414], [1.49522, 3.84436, -0.19748], [4.02993, -1.31773, -1.50318], [1.53803, -0.62237, -0.90925], [5.35635, 0.22288, 1.46010], [5.21989, -0.72590, 2.35947], [2.26396, 0.02311, -1.21508], [2.23784, 3.17715, 0.24699], [2.91919, -2.10727, -2.96326], [-3.17587, -0.73626, 1.31108], [-2.94377, -0.46113, -1.40882], [4.33962, -1.19251, -0.19971], [4.47669, -2.68861, 2.83018], [-0.22581, 1.97493, 0.99318], [4.92408, 0.01144, 0.23421], [-5.98487, -1.01337, 0.55627], [-4.79262, -0.07957, -3.13383], [5.59042, -0.49718, 3.34736], [0.52056, -0.01768, -0.16596], [-0.66803, -0.65027, 0.16373], [-0.06305, 2.98563, 1.32984], [3.21290, 3.38723, -0.18824], [0.89505, -2.81920, -0.94890], [-2.18329, 1.82914, 1.87783], [2.28039, 3.33545, 1.32817], [5.83962, 2.00419, -0.37860], [3.67178, -3.10718, 0.53705], [-3.10328, -2.14891, 1.07439], [-5.99305, 1.90071, -0.39807], [0.75243, 1.30828, 0.26724], [1.68380, -1.93781, -1.19532], [-4.00422, -0.51569, -1.15860], [-7.42323, 0.83203, -0.24760], [-4.18200, 0.01280, 0.17859], [-4.82884, 0.33739, -2.12629], [4.15978, -2.17633, 0.77891], [-0.85140, -1.67228, -0.12459], [-1.61917, 0.03607, 0.89708], [-4.32992, -1.56413, -1.20626], [-5.58385, 0.01034, 0.55787], [-6.18668, 0.36625, -1.76058], [-5.65198, 0.42209, 1.56406], [-4.42233, 1.36046, -2.13437], [-6.35221, 0.86229, -0.45186], [-3.59313, -0.28105, 2.60439], [3.30944, -3.27658, -1.68435], [4.60760, -1.94077, 2.06459], [1.96437, 1.82658, -0.06284], [-1.41624, 1.33643, 1.30419], [3.02853, -2.23684, -1.88308], [5.02149, 1.16075, -0.64649]]}


[4]
{"formula": "C2H2CaHgO2", "method": "the ωB97M-V functional and the def2-TZVPD basis", "total_charge": 2, "total_energy_ev": -28791.6240, "gap_ev": [6.223, 4.491], "spin_multiplicity": 3, "elements": ["C", "O", "Ca", "H", "H", "O", "Hg", "C"], "coordinates": [[0.10546, 0.81038, -0.56952], [0.63800, -1.27398, 0.43851], [-0.38684, -0.07202, 2.12780], [-2.09388, 1.94135, -0.47560], [0.32834, 1.54828, -1.34429], [-0.90623, 0.99744, 0.25008], [1.52090, -3.55360, 0.04005], [0.79424, -0.39784, -0.46702]]}


[5]
{"formula": "C3H2AuFO2", "method": "the ωB97M-V functional and the def2-TZVPD basis", "de_lowest_ev": 1.369, "total_charge": 1, "total_energy_ev": -13631.5940, "gap_ev": [5.691, 5.821], "spin_multiplicity": 4, "elements": ["O", "Au", "C", "O", "F", "C", "H", "H", "C"], "coordinates": [[2.21176, -0.60025, 0.39321], [2.56940, 1.13987, -0.43849], [-1.08421, -0.69083, -0.26611], [0.20439, -1.16998, -0.23770], [-2.62035, 1.07451, -0.31681], [-1.32327, 0.60174, -0.07279], [-0.77043, 1.31655, 0.53886], [-1.82166, -1.38655, -0.66700], [1.16677, -0.21362, -0.16004]]}


[6]
{"formula": "C26H22N2O5", "method": "the ωB97M-V functional and the def2-TZVPD basis", "de_lowest_ev": 0.816, "total_energy_ev": -40536.7958, "smiles": "COc1cc(/C=C(\\C#N)C(=O)NCc2ccccc2)ccc1OCc1ccc(C(=O)O)cc1", "gap_ev": 8.018, "elements": ["H", "C", "H", "O", "C", "C", "C", "C", "O", "H", "N", "C", "O", "C", "C", "N", "C", "H", "C", "H", "H", "C", "C", "O", "C", "H", "H", "H", "H", "C", "H", "H", "C", "C", "C", "O", "H", "C", "C", "C", "C", "C", "H", "H", "C", "C", "H", "C", "C", "H", "H", "H", "H", "H", "H"], "coordinates": [[-3.58945, 0.68085, 1.96705], [6.65679, -1.00301, 0.26372], [9.77841, 0.24588, 0.62310], [-5.74423, -3.58078, 0.98150], [7.47244, -0.11235, -1.81704], [-6.19875, 1.03647, -0.15511], [-1.22660, 0.22437, -0.85937], [8.85134, -0.02737, 0.14099], [-3.63940, 2.95397, -0.47914], [0.98915, -1.05180, -0.58995], [4.39651, -0.76670, 1.13888], [6.47449, -0.73111, -1.08717], [3.06221, -1.97503, -0.22931], [3.25886, -0.98633, 0.44957], [-0.25734, 1.95303, 0.51224], [2.92571, 2.06333, 2.04136], [8.66369, 0.23986, -1.20382], [0.56090, 2.35023, 1.08897], [-1.42439, 2.68100, 0.39289], [7.32266, 0.09380, -2.86658], [4.52382, 0.10635, 1.62893], [-6.33883, -2.67994, 0.44224], [2.55459, 1.19699, 1.38081], [-3.48677, 0.55546, -1.69342], [-4.56944, 2.79800, 0.58974], [-1.13004, -0.73981, -1.33344], [-7.46851, -0.55272, -0.82522], [-6.70735, 1.79599, -0.72940], [-2.70747, -0.81343, -3.04629], [1.03569, -0.11513, -0.04265], [-5.36092, 3.51875, 0.37488], [5.19447, -2.55393, 0.54142], [-3.48474, -0.72276, -2.28106], [2.21111, 0.08575, 0.59638], [-5.94427, -1.25709, 0.50337], [-7.44253, -2.89907, -0.29144], [9.44418, 0.72158, -1.77390], [-6.62257, -0.27578, -0.21586], [-4.85266, -0.90423, 1.29418], [-5.10550, 1.39154, 0.62673], [-2.49405, 2.20419, -0.34890], [-2.39803, 0.95061, -0.98981], [7.99924, -0.84835, 1.92354], [-4.46286, -0.83009, -2.74659], [-0.14321, 0.70973, -0.11215], [5.54271, -1.64870, 1.04710], [5.54551, -1.01204, -1.56188], [-4.44041, 0.41142, 1.35705], [7.84981, -0.64241, 0.87298], [-7.65104, -3.84620, -0.29064], [-3.35559, -1.50784, -1.52916], [-1.51792, 3.64362, 0.87281], [5.87918, -1.90419, 2.05641], [-4.08964, 3.05321, 1.54539], [-4.33896, -1.67778, 1.84504]]}